16
Properties=species:S:1:pos:R:3:forces:R:3:mulliken_charge:R:1 method="wB97M-V/def2-TZVPD" smiles="CC(=C=O)CCN" relative_energy_kj_mol=160.1 e_tot_ha=-325.8766 homo_ev=-8.56 spin_multiplicity=1
C 0.223 0.121 0.974 0.2 0.2 -0.4 -0.707
C 1.569 -0.081 0.238 -0.2 0.0 0.3 -0.560
C -1.666 -1.292 -0.122 -0.1 0.2 -0.2 -1.310
C -0.955 0.028 0.026 0.4 -0.8 0.6 0.382
N 1.874 0.919 -0.762 0.0 0.3 -0.1 -0.589
C -1.284 1.058 -0.683 -0.5 1.3 -0.8 0.378
O -1.590 2.005 -1.304 0.2 -0.5 0.3 -0.451
H 1.162 0.934 -1.486 0.1 0.0 0.1 0.257
H 1.916 1.845 -0.343 0.0 -0.2 -0.2 0.256
H 0.109 -0.640 1.747 -0.1 0.0 0.1 0.335
H 0.234 1.101 1.458 0.1 -0.1 0.1 0.345
H 2.371 -0.068 0.980 0.0 -0.1 0.0 0.344
H 1.570 -1.058 -0.255 0.0 0.0 0.1 0.324
H -2.298 -1.481 0.746 0.0 -0.1 0.1 0.286
H -2.293 -1.292 -1.011 -0.1 -0.2 0.0 0.395
H -0.941 -2.100 -0.203 0.0 -0.1 -0.1 0.315

16
Properties=species:S:1:pos:R:3:forces:R:3:mulliken_charge:R:1 method="wB97M-V/def2-TZVPD" smiles="C=NC/C=C(/C)O" relative_energy_kj_mol=203.8 e_tot_ha=-325.8599 homo_ev=-8.46 spin_multiplicity=1
C 1.948 -1.133 0.661 0.1 0.0 0.1 -1.202
C 0.866 -0.099 0.565 -0.1 -0.3 0.0 0.684
O 1.347 1.044 0.009 -0.2 0.1 0.1 -0.551
C -1.090 0.809 -1.794 0.0 0.1 0.1 -0.214
N -1.240 1.330 -0.652 0.0 -0.2 -0.4 -0.645
C -1.630 0.405 0.412 0.0 0.0 0.1 -0.388
C -0.411 -0.352 0.887 0.1 0.0 0.0 -0.518
H 1.516 -2.129 0.783 0.1 0.2 0.1 0.331
H 2.660 -0.935 1.466 -0.1 0.0 -0.1 0.266
H 2.502 -1.108 -0.284 -0.1 -0.1 0.2 0.322
H 0.608 1.668 -0.106 0.1 -0.1 0.0 0.444
H -1.296 -0.253 -1.997 -0.1 0.2 0.0 0.259
H -0.677 1.410 -2.606 -0.2 0.0 0.1 0.287
H -2.341 -0.348 0.029 0.1 0.2 0.1 0.314
H -2.151 0.966 1.198 0.2 -0.1 -0.1 0.326
H -0.610 -1.273 1.427 0.1 0.0 -0.2 0.284

16
Properties=species:S:1:pos:R:3:forces:R:3:mulliken_charge:R:1 method="wB97M-V/def2-TZVPD" smiles="[H]/N=C1/CCCCO1" relative_energy_kj_mol=85.2 e_tot_ha=-325.9051 homo_ev=-9.87 spin_multiplicity=1
N -0.492 -0.176 -2.651 0.2 -0.1 0.4 -0.725
C -0.115 -0.145 -1.443 0.0 0.2 -0.2 0.498
C -0.074 1.136 -0.654 -0.1 0.0 0.0 -0.385
C -0.536 0.951 0.792 0.0 0.0 0.0 -0.614
C 0.442 -0.054 1.393 0.0 0.0 0.0 -0.554
C 0.328 -1.356 0.609 0.0 -0.1 0.2 -0.414
O 0.421 -1.236 -0.819 0.0 0.0 -0.1 -0.410
H -0.374 -1.114 -3.039 0.0 0.0 0.1 0.272
H 0.991 1.392 -0.607 -0.1 0.2 -0.1 0.264
H -0.592 1.920 -1.210 0.0 -0.2 0.1 0.259
H -1.559 0.553 0.845 0.1 0.1 -0.1 0.314
H -0.538 1.908 1.325 0.1 -0.2 -0.1 0.288
H 1.454 0.372 1.344 -0.1 -0.2 0.0 0.301
H 0.243 -0.278 2.446 -0.1 0.0 -0.1 0.320
H -0.647 -1.807 0.843 0.2 0.0 -0.1 0.290
H 1.114 -2.064 0.882 -0.1 0.1 0.0 0.298

16
Properties=species:S:1:pos:R:3:forces:R:3:mulliken_charge:R:1 method="wB97M-V/def2-TZVPD" smiles="C=CC(=C)N(C)O" relative_energy_kj_mol=477.2 e_tot_ha=-325.7558 homo_ev=-8.31 spin_multiplicity=1
C 2.200 0.229 0.806 -2.6 1.6 -0.5 -0.894
N 0.635 0.646 0.382 6.2 -1.0 0.8 0.009
C -0.108 -0.438 0.100 -5.7 1.2 -2.0 0.556
C -1.656 0.130 -0.206 2.0 -1.3 0.7 -0.427
C 0.146 -1.673 -0.317 0.7 -0.3 0.4 -0.955
C -2.213 0.219 -1.411 0.4 -0.1 0.4 -0.620
O 0.160 1.569 1.319 -0.5 0.0 -0.1 -0.447
H -0.135 2.300 0.749 0.1 -0.2 0.4 0.366
H -2.197 0.385 0.703 -0.1 0.0 -0.2 0.349
H 2.654 -0.433 0.069 -0.5 0.1 -0.1 0.345
H 2.214 -0.213 1.803 -0.2 0.0 -0.1 0.313
H 2.726 1.184 0.817 -0.1 -0.2 0.0 0.290
H 1.126 -2.123 -0.217 0.0 0.0 0.0 0.244
H -0.640 -2.285 -0.748 0.1 0.3 0.2 0.309
H -1.654 0.007 -2.318 -0.1 -0.1 0.1 0.282
H -3.259 0.496 -1.530 0.2 0.1 0.1 0.279

16
Properties=species:S:1:pos:R:3:forces:R:3:mulliken_charge:R:1 method="wB97M-V/def2-TZVPD" smiles="C=C(CO)CC#N.[H][H]" relative_energy_kj_mol=265.5 e_tot_ha=-325.8364 homo_ev=-10.36 spin_multiplicity=1
C -1.131 -0.005 0.616 -0.1 0.0 0.0 -0.425
C -0.067 0.324 -0.412 0.0 0.1 -0.2 0.451
C -0.373 0.622 -1.669 0.1 0.0 0.1 -0.898
C 1.339 0.331 0.123 -0.1 0.4 -0.1 -0.512
O 1.691 -1.008 0.437 0.2 -0.1 0.2 -0.475
C -1.287 1.170 1.484 0.0 0.8 0.6 0.210
N -1.330 2.140 2.112 0.0 -1.0 -0.5 -0.432
H -0.576 -2.712 -0.410 0.0 -0.1 -0.1 0.097
H -0.824 -0.865 1.223 0.0 0.2 -0.1 0.241
H -2.090 -0.247 0.148 0.2 0.1 0.1 0.360
H -1.402 0.613 -2.023 0.1 0.0 0.1 0.277
H -0.164 -2.284 -0.857 -0.1 -0.1 0.0 -0.093
H 0.394 0.894 -2.389 -0.1 -0.1 0.1 0.265
H 2.021 0.767 -0.620 -0.1 -0.1 0.1 0.307
H 1.373 0.959 1.026 0.0 -0.1 -0.2 0.337
H 2.419 -0.991 1.069 -0.1 0.0 -0.1 0.290

16
Properties=species:S:1:pos:R:3:forces:R:3:mulliken_charge:R:1 method="wB97M-V/def2-TZVPD" smiles=O[C@H]1CC[C@H]2N[C@H]12 relative_energy_kj_mol=453.0 e_tot_ha=-325.7650 homo_ev=-8.78 spin_multiplicity=1
C -1.036 -0.547 -0.151 0.4 0.4 -0.9 -0.397
C 0.382 -1.149 0.221 -0.3 -2.5 0.4 -0.439
C 1.408 -0.022 0.495 1.2 0.4 0.1 -0.654
C 0.400 1.106 0.594 -0.3 -0.4 1.7 0.097
C -0.476 0.815 -0.548 -0.5 -1.0 -0.7 -0.034
H -1.232 -1.075 -2.013 0.0 -0.1 0.0 0.342
H -1.676 -0.534 0.702 -0.6 -0.1 0.5 0.395
H 0.684 -1.824 -0.611 0.0 0.5 0.5 0.285
H 0.260 -1.834 1.102 0.2 0.6 -0.7 0.282
H 1.991 -0.172 1.449 -0.5 0.1 -1.1 0.279
H 2.084 0.078 -0.373 -0.1 0.0 0.6 0.283
H -0.104 1.002 1.577 0.0 -0.1 -0.5 0.220
H -0.916 2.651 0.353 0.5 -0.2 0.0 0.290
H 0.128 0.602 -1.426 0.1 0.1 -0.3 0.190
N -0.187 2.162 -0.176 -0.4 2.0 -0.3 -0.600
O -1.709 -1.259 -1.196 0.3 0.3 0.7 -0.540